Record 1
DFT (wB97M-V/def2-TZVPD) results for a 14-piece molecular cluster, C4H39N3O14 overall in a non-equilibrium geometry.

Calculated values
- Highest occupied orbital energy: -8.41 eV
- Kohn-Sham gap: 8.3 eV

```
! wB97M-V def2-TZVPD RIJCOSX def2/J DEFGRID3
* xyz 0 1
O -0.40982 1.52701 -1.80190
O 4.11154 1.22949 -1.80159
O 1.80036 -0.81964 -4.23992
O -0.42838 -3.88634 2.88561
O -2.74058 3.34016 -0.11435
O 1.78201 4.42394 -0.96046
O 1.34042 -1.03530 2.77902
O -3.33007 1.60688 -2.29368
O -4.07248 -1.16730 -1.87144
O 0.53916 -3.51817 -1.61464
O -1.67905 -2.27096 1.38385
O -1.50136 -1.79740 -1.27615
O 3.14468 -3.29726 -1.28991
O 2.22453 -1.01050 -0.60330
N 0.37364 1.76974 2.78819
N -1.79260 0.81281 3.58551
N -0.53574 0.07242 0.36326
C 0.80140 1.52501 -1.07086
C 0.15761 2.22496 1.40181
C 0.51075 1.09755 0.41558
C -0.82367 1.88916 3.58083
H 0.63014 0.78189 2.74500
H 3.33940 0.66223 -1.66616
H 0.82121 -1.82676 2.57536
H -1.42196 2.79505 3.36886
H 1.96503 4.32306 -0.02083
H -0.87825 2.34543 -1.98882
H 2.46200 -1.11591 0.32947
H 1.00858 -2.68047 -1.57041
H -1.56469 -0.13217 3.87916
H -0.89480 2.44363 1.24301
H 4.79836 0.67230 -1.43311
H 0.33690 -3.73654 -0.70223
H -4.77377 -1.64821 -1.41233
H -1.22057 0.23699 -0.34195
H 2.29910 -0.06909 -4.57252
H -0.66409 2.24784 4.60619
H 3.99813 -3.68316 -1.10630
H -3.41264 -1.15854 -1.15199
H -3.94610 0.86264 -2.36584
H 1.36736 0.72071 -1.52658
H -3.40623 2.65223 -0.15795
H 2.63074 4.32544 -1.39757
H -2.01461 -1.92622 0.54139
H -1.66213 -2.40285 -2.00966
H -1.44866 -0.94428 -1.72605
H -1.24733 -3.89294 3.39289
H 1.37185 0.59501 0.81594
H -1.89941 2.89575 -0.17121
H -2.11959 0.61483 2.64484
H 2.55685 -3.93312 -1.71178
H 0.76564 3.06496 1.04481
H 1.84337 -0.65583 -3.29151
H 1.35294 2.47331 -1.11847
H -1.41546 -1.47943 1.83976
H -0.76372 -3.49342 2.04022
H 2.56917 -1.88336 -0.95482
H -0.11551 -0.82160 0.15904
H -2.50281 1.30612 -2.67895
H 1.78320 -1.25174 3.60560
*
```

Mulliken atomic charge list, values in e, 4 entries: O -0.60; O -0.65; O -0.67; O -0.69

---

Record 2
DFT (wB97M-V/def2-TZVPD) results for a 2-piece molecular cluster, C2H7N4O overall in a non-equilibrium geometry.

Calculated values
- Highest occupied orbital energy (spin up / spin down): -14.21 / -14.21 eV
- Kohn-Sham gap (spin up / spin down): 8.8 / 8.8 eV

```
! wB97M-V def2-TZVPD RIJCOSX def2/J DEFGRID3
* xyz 1 1
O -1.83448 0.20148 -0.42216
N -0.92317 -2.33285 -0.00827
N 0.73777 -0.50768 -0.46538
N 0.47295 -0.64197 1.06196
N -2.63619 0.94795 0.20385
C 0.17725 0.25005 2.07646
C -0.19107 -1.30355 0.11807
H -3.42460 1.23866 -0.36427
H 0.75370 1.17381 1.91647
H 0.47015 0.29054 -1.00828
H -1.21077 -2.90444 0.82658
H -0.80670 -2.67284 -0.95522
H 0.54788 -0.29508 3.08324
H -0.83706 0.57876 2.14111
*
```

Mulliken atomic charge list, values in e, 4 entries: O -0.22; N -0.28; N -0.51; N -0.04

---

Record 3
DFT (wB97M-V/def2-TZVPD) results for C4H4FNS as an isolated structure in a non-equilibrium geometry.

Calculated values
- Highest occupied orbital energy: -8.66 eV
- Kohn-Sham gap: 8.5 eV

```
! wB97M-V def2-TZVPD RIJCOSX def2/J DEFGRID3
* xyz 0 1
S -2.59943 -0.59707 -0.04663
F 2.74551 -0.83546 0.18567
N 1.08237 0.65890 -0.16151
C 0.16981 -1.21969 -0.09967
C -0.84600 -0.23219 0.06801
C -0.16778 0.94674 -0.02255
C 1.36389 -0.56021 -0.33864
H -0.77697 1.89087 -0.48929
H 1.93081 1.35235 0.22767
H 0.01115 -2.24411 -0.22969
H -2.91336 0.83985 0.90664
*
```

Mulliken atomic charge list, values in e, 4 entries: S -0.28; F -0.31; N -0.08; C -0.62

---

Record 4
DFT (wB97M-V/def2-TZVPD) results for a 2-piece molecular cluster, C4H7NO2 overall.

Calculated values
- SMILES: C1=COC=NC1.O
- Highest occupied orbital energy: -9.28 eV
- Kohn-Sham gap: 10.0 eV

```
! wB97M-V def2-TZVPD RIJCOSX def2/J DEFGRID3
* xyz 0 1
O -0.94680 -1.18205 1.28647
O 0.82679 2.62144 -0.03682
N -1.09600 0.43798 -0.42371
C 0.04137 -0.14534 -1.14083
C -1.48999 -0.11333 0.64110
C 0.83318 -1.09338 -0.28107
C 0.30280 -1.56821 0.83926
H 0.76450 -2.26940 1.52286
H 0.65803 0.68705 -1.49154
H -0.35192 -0.66094 -2.02747
H 1.83427 -1.39355 -0.57087
H 1.07083 2.07325 0.71895
H -2.35997 0.25468 1.17994
H -0.08710 2.35179 -0.21628
*
```

Mulliken atomic charge list, values in e, 4 entries: O -0.38; O -0.67; N -0.62; C -0.44

---

Record 5
DFT (wB97M-V/def2-TZVPD) results for a single C3H4S4 molecule in a non-equilibrium geometry.

Calculated values
- Highest occupied orbital energy: -8.22 eV
- Kohn-Sham gap: 8.0 eV

```
! wB97M-V def2-TZVPD RIJCOSX def2/J DEFGRID3
* xyz 0 1
S 1.71908 -0.45432 -1.37593
S -1.31664 2.93159 -2.02161
S 0.93762 1.21986 -2.38728
S -0.21154 -2.00947 2.23898
C 0.48238 -0.82854 -0.18333
C 0.90870 -1.42645 0.90246
C -0.35409 1.68392 -1.43631
H -1.56628 -1.86833 2.00221
H -0.47572 -0.66668 -0.46502
H -0.49548 3.44846 -3.17986
H 1.87698 -1.68369 1.22031
*
```

Mulliken atomic charge list, values in e, 4 entries: S -0.14; S -0.12; S 0.04; S -0.28

---

Record 6
DFT (wB97M-V/def2-TZVPD) results for a 10-piece molecular cluster, C31H68F3N9O11 overall in a non-equilibrium geometry.

Calculated values
- SMILES: CCOC(=O)C(F)(F)F.CNC(C)=O.CNC(C)=O.CNC(C)=O.CNC(C)=O.CNC(C)=O.CNC(C)=O.CNC(C)=O.CNC(C)=O.CNC(C)=O
- Highest occupied orbital energy: -8.60 eV
- Kohn-Sham gap: 8.8 eV

```
! wB97M-V def2-TZVPD RIJCOSX def2/J DEFGRID3
* xyz 0 1
F 3.57240 -2.40395 1.99456
F 3.51296 -4.51222 1.40793
F 2.23396 -3.82937 2.98093
O -1.34018 0.12543 0.59445
O 5.74294 -3.58661 3.27726
O -4.33447 6.53452 -1.56776
O -3.69848 -3.50740 0.17546
O -1.58223 4.83370 -5.16783
O 1.52577 -0.74972 -3.27379
O -3.05184 -0.89282 5.48551
O -1.75787 -4.44329 -4.03834
O 1.81605 -2.41906 6.08210
O 2.02700 4.05817 -2.29319
O 4.12345 -4.47233 4.73173
N -2.72698 -4.67628 -2.01769
N -3.11803 6.33150 -3.47786
N 3.36495 -0.77348 5.60676
N -2.14524 1.15909 4.94344
N 0.43027 -0.54362 -0.63570
N 1.79449 -0.60954 -5.50904
N 1.06704 4.02282 -0.28290
N 0.26677 4.48936 -6.44752
N -2.20640 -3.24653 2.04194
C -0.99540 1.16393 -1.56775
C -3.98072 -1.63265 1.65400
C 1.94573 -1.19284 -6.87157
C -3.25907 7.66929 -3.94003
C -2.81625 0.28453 5.72057
C -0.65075 0.20747 -0.44779
C -3.62057 5.87815 -2.28777
C -1.11078 -2.87384 -2.35253
C -0.31376 2.85512 -4.71781
C 0.34080 5.71187 -1.82140
C -1.93006 -4.04073 -2.87169
C 1.22769 4.52906 -1.47767
C -1.43749 -4.45217 1.78026
C 1.13180 -0.73151 4.55606
C 5.02291 -4.82749 5.78861
C -3.31097 4.43274 -1.95540
C -3.24097 -2.84850 1.17540
C 2.14826 -1.38030 5.50649
C 1.92902 2.99094 0.32186
C 4.44183 -1.47332 6.23049
C -0.59718 4.14645 -5.49179
C -1.62055 0.87187 3.69174
C 3.43754 -3.68279 2.45740
C 0.29149 5.71539 -7.18217
C 2.06759 -2.80612 -4.32670
C -3.13275 0.96126 7.03404
C 4.24624 -5.23323 7.01025
C 4.55858 -3.94334 3.55890
C -3.31514 -6.02474 -2.19846
C 1.77933 -1.33338 -4.33534
C 0.92837 -1.47982 0.36351
H -5.04401 -1.75419 1.44727
H -0.47829 -4.51944 2.29359
H 4.20284 -2.11303 7.08005
H 1.00326 3.81733 -6.60897
H -3.85264 0.42621 7.65337
H -2.28616 1.28214 7.64102
H -1.95573 -5.37403 2.04425
H -0.35197 5.61344 -8.05604
H -0.01004 6.47414 -6.46004
H 1.65419 -3.31877 -3.45813
H 1.60991 0.18256 4.20391
H -3.61865 7.61770 -4.96771
H 5.07840 -1.88244 5.44595
H 1.81603 0.39632 -5.42030
H -1.23218 2.20934 -1.36983
H -0.67913 -2.44418 -3.25650
H -0.59443 5.81127 -1.27045
H 3.13362 -3.03153 -4.35613
H -0.63172 1.31632 3.57878
H -1.71966 0.77376 -2.28283
H 1.73833 -2.11808 0.01043
H -2.75296 4.42702 -1.01909
H 0.00205 5.65929 -2.85609
H 3.63053 -0.00065 5.01320
H 5.57915 -3.90849 5.97336
H 2.77647 -0.74817 -7.41952
H 0.74517 2.62333 -4.60362
H 2.74843 2.82902 -0.37846
H 0.97561 6.59657 -1.87091
H -1.77921 -2.20495 -1.81041
H -2.00948 -2.70771 2.87319
H -1.30832 -4.54399 0.70184
H 3.70216 -6.17110 6.89849
H 1.70520 -3.42323 -5.14885
H -3.93324 8.28895 -3.34875
H -3.01519 -6.64263 -1.35209
H -2.74092 5.69070 -4.16141
H -4.18737 3.78831 -1.88662
H 1.21608 6.08782 -7.62322
H 1.20389 2.17735 0.30305
H -3.51538 1.89098 6.61297
H -2.28389 8.15600 -3.95565
H 0.17036 -2.13541 0.79214
H 4.92393 -0.56131 6.58251
H -3.71697 -0.68111 1.19234
H -0.83399 2.07354 -5.27154
H -1.79274 1.93003 5.49251
H 2.23658 3.23192 1.33942
H 1.11905 -0.80858 -7.46912
H 0.21873 -0.53179 5.11689
H 0.99721 -1.41428 3.71713
H -2.72294 4.01982 -2.77503
H -0.08500 1.04604 -2.15544
H -0.49481 2.93389 -3.64585
H 4.76128 -5.13493 7.96585
H -0.29227 -3.20697 -1.71444
H -2.89333 -6.52149 -3.07221
H 3.37516 -4.58941 7.13194
H 0.46157 4.45998 0.39712
H -3.23141 -4.17988 -1.29711
H 1.39147 -0.90654 1.16662
H -4.39657 -5.92952 -2.29604
H 0.85034 -0.55633 -1.55411
H -2.17258 1.45927 2.95803
H 5.79970 -5.55464 5.55201
H -1.73301 -0.20205 3.54290
H -4.00036 -1.54172 2.74003
H 1.83875 -2.27751 -6.88384
*
```

Mulliken atomic charge list, values in e, 4 entries: F -0.27; F -0.28; F -0.25; O -0.61

---

| no. | E_tot (eV) |
| --- | --- |
| 1 | -37915.1615 |
| 2 | -10182.0718 |
| 3 | -19251.2804 |
| 4 | -9845.4327 |
| 5 | -46513.2120 |
| 6 | -77337.3694 |